Record 1
Below is one molecule with the formula C5H8 at a distorted geometry, with properties calculated with ωB97M-V/def2-TZVPD.

Calculated values
- max |F| (eV Å⁻¹) = 1.9
- frontier orbital gap (eV) = 10.237
- 2S+1 = 1
- HOMO (eV) = -9.0

Positions of all 13 atoms, in Å:
C (-0.532, 0.906, -0.902)
C (-1.369, -0.045, -0.117)
C (-0.044, -0.991, 0.687)
C (0.776, 0.894, -0.637)
C (1.211, -0.198, 0.301)
H (-0.401, -0.715, 1.668)
H (1.487, 1.452, -1.241)
H (-2.243, -0.323, -0.751)
H (0.306, -2.052, 0.828)
H (-0.960, 1.434, -1.755)
H (-1.834, 0.406, 0.773)
H (2.052, -0.732, -0.173)
H (1.522, -0.045, 1.346)

Mulliken atomic charge list, values in e, 8 entries:
1. C -0.20
2. C -0.61
3. C -0.67
4. C -0.45
5. C -0.35
6. H 0.22
7. H 0.37
8. H 0.32

Record 2
Below is a 2-piece molecular cluster, C5H15NO2 overall at a distorted geometry, with properties calculated with ωB97M-V/def2-TZVPD.

Calculated values
- max |F| (eV Å⁻¹) = 2.5
- frontier orbital gap (eV) = 10.823
- 2S+1 = 1
- HOMO (eV) = -10.0

Positions of all 23 atoms, in Å:
O (2.528, -1.505, -0.363)
O (0.797, 3.358, -0.104)
N (-0.143, 0.896, -1.046)
C (0.441, -0.260, -0.295)
C (-0.701, -1.165, 0.196)
C (-2.935, -0.585, 1.421)
C (1.477, -0.913, -1.165)
C (-1.405, -0.428, 1.388)
H (-1.481, -1.434, -0.517)
H (-1.150, 0.850, -0.992)
H (-3.262, -1.029, 2.365)
H (-1.164, 0.634, 1.311)
H (0.296, 2.755, -0.693)
H (-3.324, -1.130, 0.548)
H (-0.249, -2.047, 0.677)
H (-3.473, 0.352, 1.275)
H (0.074, 0.736, -2.028)
H (1.294, 2.783, 0.465)
H (1.990, -0.148, -1.753)
H (-0.987, -0.681, 2.365)
H (2.879, -0.850, 0.237)
H (0.859, 0.114, 0.659)
H (1.143, -1.795, -1.708)

Mulliken atomic charge list, values in e, 8 entries:
1. O -0.51
2. O -0.67
3. N -0.54
4. C 0.55
5. C -1.13
6. C -1.14
7. C -0.80
8. C -0.41

Record 3
Below is a 2-piece molecular cluster, C25H26ClN5O6 overall at a distorted geometry, with properties calculated with ωB97M-V/def2-TZVPD.

Calculated values
- max |F| (eV Å⁻¹) = 19.1
- frontier orbital gap (eV) = 7.148
- 2S+1 = 1
- HOMO (eV) = -8.5

Positions of all 63 atoms, in Å:
Cl (-5.359, 0.123, 1.614)
O (0.132, -2.583, 1.724)
O (0.494, -0.439, 1.337)
O (-1.771, 3.443, 0.640)
O (2.080, -3.884, -1.790)
O (3.828, 0.971, -1.751)
O (-5.533, -1.413, -1.053)
N (-0.889, 1.727, -0.480)
N (0.226, 1.015, -1.260)
N (3.387, -2.931, -0.302)
N (2.087, -0.785, -1.911)
N (2.216, -1.676, 1.734)
C (-5.766, -2.280, -2.201)
C (-4.290, -0.631, -0.783)
C (0.885, -1.479, 1.640)
C (1.786, 2.694, -0.332)
C (1.445, 1.535, -0.955)
C (2.767, -2.794, -1.346)
C (3.214, 4.660, 0.365)
C (-1.133, -2.148, 1.707)
C (2.086, 4.981, 0.927)
C (2.500, 0.529, -1.530)
C (-3.304, -0.605, -2.229)
C (-2.011, 0.840, -0.764)
C (2.945, 3.261, -0.148)
C (-0.714, 2.965, 0.093)
C (3.290, -3.682, 0.737)
C (-1.808, -1.351, 2.964)
C (-3.037, 1.008, 0.349)
C (3.227, -0.814, 1.243)
C (2.809, -3.105, 2.263)
C (2.799, -1.762, -2.260)
C (-4.074, 0.153, 0.122)
C (4.015, -1.523, 0.196)
C (-2.148, 0.359, -1.879)
C (0.900, 4.645, 0.793)
C (0.639, 3.577, -0.102)
H (2.738, 0.229, 0.908)
H (-1.426, 0.268, -2.809)
H (-1.588, -3.035, 1.608)
H (5.174, -2.024, 1.061)
H (-1.637, -1.874, 3.748)
H (3.921, -1.331, -2.548)
H (3.915, -4.351, 1.050)
H (4.131, 4.903, 0.374)
H (2.540, -2.063, -3.396)
H (1.875, -3.648, 2.580)
H (2.366, -4.465, 0.561)
H (-2.878, -1.226, 2.829)
H (-3.336, -1.327, -2.924)
H (-4.875, -3.020, -2.347)
H (3.589, -2.853, 3.033)
H (4.444, -0.854, -0.487)
H (-0.079, 4.984, 1.184)
H (-5.642, -1.577, -3.134)
H (2.242, 6.147, 1.461)
H (3.886, 2.893, -0.724)
H (-1.381, -1.620, 0.749)
H (-1.322, -0.446, 2.845)
H (3.956, -0.545, 2.151)
H (-6.782, -2.552, -2.103)
H (-2.696, 1.375, 1.314)
H (0.931, -0.705, -1.774)

Mulliken atomic charge list, values in e, 8 entries:
1. Cl -0.24
2. O -0.51
3. O -0.65
4. O -0.73
5. O -0.78
6. O -0.75
7. O -0.42
8. N 0.47

Record 4
Below is one molecule with the formula C6H11N at a distorted geometry, with properties calculated with ωB97M-V/def2-TZVPD.

Calculated values
- max |F| (eV Å⁻¹) = 4.5
- frontier orbital gap (eV) = 8.949
- 2S+1 = 1
- HOMO (eV) = -8.0

Positions of all 18 atoms, in Å:
N (1.249, -0.716, -0.809)
C (-0.543, -0.928, 0.507)
C (0.643, 0.879, -0.721)
C (-0.680, 0.491, -0.124)
C (0.600, -1.657, -0.202)
C (-1.876, -1.679, 0.499)
C (1.550, 1.788, 0.118)
H (-1.779, -2.677, 0.936)
H (0.543, 1.312, -1.742)
H (1.655, 1.383, 1.128)
H (-1.441, 0.449, -0.910)
H (2.555, 1.876, -0.316)
H (-1.010, 1.189, 0.644)
H (-0.210, -0.838, 1.554)
H (1.168, 2.818, 0.218)
H (-2.631, -1.125, 1.070)
H (-2.250, -1.791, -0.525)
H (1.913, -0.468, -1.492)

Mulliken atomic charge list, values in e, 8 entries:
1. N -0.06
2. C 0.69
3. C 0.17
4. C -0.92
5. C -0.65
6. C -1.48
7. C -1.28
8. H 0.38

Record 5
Below is C42H40GeN2NiO2 as an isolated structure at a distorted geometry, with properties calculated with ωB97M-V/def2-TZVPD.

Calculated values
- net charge = -2
- max |F| (eV Å⁻¹) = 3.0
- frontier orbital gap (alpha / beta) (eV) = 4.587 / 4.909
- 2S+1 = 3
- HOMO (alpha / beta) (eV) = 0.1 / -0.3

Positions of all 88 atoms, in Å:
Ge (-1.246, -0.782, 1.256)
Ni (0.878, -0.998, -1.216)
O (3.302, 3.236, -0.179)
O (1.477, 0.642, -2.181)
N (2.177, 1.029, 1.080)
N (0.029, -1.606, -3.552)
C (-0.757, -2.801, -3.648)
C (2.168, -2.424, -1.727)
C (-5.199, 1.801, 0.360)
C (-2.951, 0.226, 0.828)
C (-1.399, 0.579, 3.740)
C (4.105, -3.996, -1.498)
C (-0.621, -3.534, 0.478)
C (3.757, 4.323, 1.910)
C (3.294, 4.451, -0.862)
C (0.635, 2.722, -2.966)
C (3.083, -3.179, -0.970)
C (0.531, 2.147, -0.642)
C (-1.775, -1.762, 4.142)
C (2.726, 2.143, 1.791)
C (0.913, 1.762, -1.971)
C (-0.659, -0.489, -4.157)
C (-5.176, 0.981, 1.463)
C (3.084, -3.623, -3.617)
C (-2.069, -1.468, 5.487)
C (0.167, -0.102, 0.342)
C (-1.576, 0.875, 5.086)
C (-3.261, -4.378, 0.218)
C (-4.129, 1.835, -0.492)
C (3.722, 4.427, 3.264)
C (3.161, 3.326, 3.920)
C (2.232, -2.654, -3.098)
C (1.382, -1.728, -4.011)
C (-1.635, -2.644, 0.704)
C (-0.605, 4.141, -1.398)
C (-0.161, 3.873, -2.689)
C (3.242, 3.248, 1.148)
C (-2.209, -5.232, -0.127)
C (2.669, 2.250, 3.206)
C (-4.051, 0.201, 1.643)
C (-2.977, -3.128, 0.608)
C (-2.952, 1.119, -0.259)
C (0.747, 1.204, 0.539)
C (-0.243, 3.256, -0.394)
C (3.988, -4.340, -2.826)
C (-0.845, -4.840, 0.066)
C (-1.457, -0.723, 3.253)
C (-1.860, -0.173, 5.957)
H (0.379, -3.197, 0.581)
H (4.244, 5.085, 1.333)
H (-0.042, -5.485, -0.212)
H (0.257, 1.734, 1.422)
H (3.106, 3.267, 4.943)
H (-0.375, 4.603, -3.467)
H (-3.988, -0.383, 2.536)
H (3.994, 5.398, 3.783)
H (-1.735, -2.690, -3.212)
H (-2.119, 0.108, 7.009)
H (1.257, -2.162, -5.039)
H (-1.560, 1.924, 5.336)
H (1.761, -0.696, -4.084)
H (-0.817, -3.131, -4.735)
H (-4.147, 2.532, -1.350)
H (-4.309, -4.675, 0.046)
H (-0.103, 0.461, -3.888)
H (-2.161, 1.279, -0.994)
H (-1.915, -2.758, 3.741)
H (-3.777, -2.426, 0.802)
H (-1.665, -0.462, -3.723)
H (-2.545, -2.241, 6.093)
H (-6.058, 2.405, 0.070)
H (2.972, -3.902, -4.675)
H (-2.415, -6.227, -0.594)
H (-0.720, -0.615, -5.231)
H (-0.545, 3.529, 0.618)
H (0.962, 2.523, -3.962)
H (2.474, 5.019, -0.495)
H (-0.263, -3.638, -3.166)
H (4.883, -4.427, -0.917)
H (2.260, 1.385, 3.768)
H (4.692, -4.968, -3.351)
H (-1.154, 5.030, -1.198)
H (3.048, -3.055, 0.114)
H (4.257, 4.920, -0.685)
H (-6.073, 0.991, 2.087)
H (3.362, 4.184, -1.946)
H (2.201, 0.196, 1.629)
H (-1.283, 1.376, 3.005)

Mulliken atomic charge list, values in e, 8 entries:
1. Ge 2.22
2. Ni -0.97
3. O -0.36
4. O -0.88
5. N 0.17
6. N 0.55
7. C -1.24
8. C -0.34

Record 6
Below is C29H29Cl6N5O4STeTi as an isolated structure at a distorted geometry, with properties calculated with ωB97M-V/def2-TZVPD.

Calculated values
- net charge = -2
- max |F| (eV Å⁻¹) = 1.0
- frontier orbital gap (alpha / beta) (eV) = 3.499 / 3.500
- 2S+1 = 1
- HOMO (alpha / beta) (eV) = -0.4 / -0.4

Positions of all 76 atoms, in Å:
Te (-3.254, 3.319, -0.252)
Ti (-1.944, 1.940, 1.679)
Cl (-3.057, -2.308, 5.757)
Cl (-1.558, 4.075, 2.811)
Cl (4.761, -2.991, -0.678)
Cl (6.301, 2.942, -5.194)
Cl (3.108, 1.084, -1.315)
Cl (-3.897, 2.827, 7.162)
S (2.362, -2.762, 1.109)
O (-2.179, -1.191, 3.239)
O (-5.119, 1.147, 2.349)
O (2.995, -2.516, -3.523)
O (-2.021, -1.174, -0.064)
N (-0.671, 1.018, -1.562)
N (0.015, 2.628, 0.972)
N (-0.619, 0.212, 1.859)
N (0.350, 0.046, -3.259)
N (-3.330, 0.311, 1.157)
C (3.757, 0.896, -2.908)
C (-2.546, -0.242, 4.043)
C (0.783, -3.051, 0.501)
C (-0.286, 1.985, -2.461)
C (-4.619, 0.304, 1.639)
C (2.423, -1.243, -3.256)
C (3.065, -3.115, -0.422)
C (3.974, -0.284, -4.962)
C (-4.358, -1.640, 0.280)
C (-2.937, 2.057, 4.718)
C (-3.377, 1.639, 5.967)
C (1.641, 1.145, 2.090)
C (0.362, 1.404, -3.520)
C (0.544, 0.311, 2.735)
C (-5.373, -0.929, 1.158)
C (4.862, 0.665, -5.434)
C (4.645, 1.865, -3.360)
C (1.187, 2.577, 1.852)
C (1.049, -1.027, -3.923)
C (-3.087, -0.807, 0.438)
C (5.186, 1.736, -4.621)
C (3.401, -0.194, -3.698)
C (-3.422, 0.301, 6.301)
C (2.428, -3.644, -2.823)
C (2.135, -3.419, -1.365)
C (-2.513, 1.171, 3.724)
C (0.822, -3.397, -0.808)
C (-0.277, -0.112, -2.066)
C (-3.007, -0.597, 5.341)
H (-0.079, -3.595, -1.374)
H (-0.560, 3.017, -2.294)
H (0.931, -0.685, 2.984)
H (0.220, 0.752, 3.680)
H (2.541, 1.143, 2.709)
H (3.715, -1.136, -5.579)
H (-3.764, -0.036, 7.271)
H (1.918, 0.673, 1.136)
H (-6.275, -0.601, 0.641)
H (0.803, 1.808, -4.416)
H (4.902, 2.704, -2.730)
H (1.499, -3.969, -3.303)
H (-0.281, 3.594, 0.827)
H (2.243, -1.137, -2.186)
H (-0.093, -2.906, 1.119)
H (-4.622, -1.624, -0.780)
H (-2.959, 3.115, 4.523)
H (-0.458, -1.069, -1.609)
H (5.301, 0.582, -6.418)
H (0.889, 3.038, 2.794)
H (-4.140, -2.670, 0.563)
H (-0.396, -0.144, 0.928)
H (3.167, -4.432, -2.966)
H (0.165, 2.179, 0.071)
H (-5.674, -1.499, 2.037)
H (0.454, -1.932, -3.803)
H (2.015, 3.165, 1.440)
H (-1.307, -0.482, 2.316)
H (1.136, -0.817, -4.990)

Mulliken atomic charge list, values in e, 8 entries:
1. Te -0.70
2. Ti -0.61
3. Cl -0.32
4. Cl -0.53
5. Cl -0.24
6. Cl -0.24
7. Cl -0.03
8. Cl -0.33